Density functional theory data (ωB97M-V/def2-TZVPD) for an isolated molecule of C3H4O2 in a non-equilibrium geometry.

Each atom is followed by the atoms it is bonded to, with distances in Å.
Element x y z (Å)
1 C 0.048 0.660 -0.571  C2 1.332, H6 1.124, H7 1.175
2 C 0.458 -0.436 0.066  C1 1.332, C3 1.462, H8 1.053
3 C 0.138 -1.083 1.337  C2 1.462, O5 1.353, H9 1.075
4 O 0.194 -3.099 2.441  O5 1.327
5 O 0.359 -2.417 1.315  C3 1.353, O4 1.327
6 H 0.147 0.808 -1.681  C1 1.124
7 H -0.683 1.386 -0.004  C1 1.175
8 H 1.126 -1.016 -0.504  C2 1.053
9 H -0.356 -0.758 2.236  C3 1.075

The energy relative to the best compared isomer or geometry (same formula, charge and spin) comes out at 5.901 eV. The value obtained for the total energy is -7264.7848 eV. As for the HOMO energy (spin up / spin down): -0.367 / -0.316 hartree. As for the LUMO energy (spin up / spin down): -0.87 / -0.92 eV. The value obtained for the HOMO-LUMO gap (spin up / spin down) is 0.3352 / 0.2828 hartree.